1.
This record from the Open Molecules 2025 dataset describes a cluster of 11 separate species, C15H39ClF3N10O25P in total in a non-equilibrium geometry. The level of theory is ωB97M-V/def2-TZVPD.

ORCA input file:
```
! RIJCOSX wB97M-V def2-TZVPD def2/J DEFGRID3
* xyz 0 1
C 1.657 0.017 3.169
C 1.807 -1.505 3.360
C 1.690 -2.160 2.010
Cl -0.034 -2.180 1.464
O 2.206 -3.500 2.035
P 3.605 -3.630 1.263
O 4.496 -2.506 1.535
O 4.227 -4.961 1.834
O 3.369 -4.009 -0.269
C 2.604 -3.124 -1.047
O 3.235 -1.840 -1.076
C 2.519 -0.868 -1.672
F 3.381 0.029 -2.202
F 1.741 -0.189 -0.792
F 1.712 -1.316 -2.660
H 1.954 0.487 4.097
H 2.317 0.309 2.358
H 0.633 0.256 2.935
H 2.825 -1.678 3.686
H 1.073 -1.888 4.057
H 2.229 -1.539 1.306
H 4.725 -4.717 2.621
H 1.574 -3.083 -0.691
H 2.608 -3.528 -2.050
C 2.778 2.781 -3.601
N 2.778 4.266 -3.504
O 3.798 4.854 -3.782
O 1.743 4.792 -3.149
H 3.759 2.457 -3.926
H 2.545 2.390 -2.616
H 2.014 2.504 -4.320
C -3.018 2.092 2.802
N -1.542 1.983 2.945
O -1.106 1.441 3.934
O -0.860 2.441 2.045
H -3.474 1.641 3.672
H -3.265 3.136 2.733
H -3.290 1.562 1.898
C -0.571 5.948 4.331
N -1.658 4.932 4.313
O -2.641 5.174 3.647
O -1.475 3.933 4.973
H -0.869 6.779 3.703
H -0.436 6.261 5.361
H 0.325 5.469 3.949
C 0.220 7.108 -4.705
N -1.009 7.823 -4.265
O -0.923 9.010 -4.037
O -2.019 7.162 -4.164
H 1.035 7.820 -4.751
H 0.427 6.329 -3.980
H 0.015 6.685 -5.684
C 0.843 -3.807 -5.707
N 1.178 -4.357 -4.365
O 0.295 -4.884 -3.726
O 2.327 -4.235 -3.989
H -0.204 -3.987 -5.896
H 1.060 -2.746 -5.690
H 1.468 -4.319 -6.433
C -2.217 -2.649 -9.186
N -0.884 -2.758 -8.532
O -0.735 -2.226 -7.450
O -0.030 -3.377 -9.123
H -2.869 -2.073 -8.541
H -2.070 -2.154 -10.140
H -2.593 -3.658 -9.327
C 0.374 -6.271 1.247
N -0.660 -7.068 1.962
O -1.499 -6.468 2.596
O -0.587 -8.273 1.858
H 0.220 -5.215 1.419
H 1.337 -6.576 1.644
H 0.291 -6.512 0.191
C -7.541 3.503 2.823
N -6.086 3.349 3.097
O -5.765 2.853 4.154
O -5.331 3.741 2.233
H -8.093 3.117 3.672
H -7.733 4.561 2.677
H -7.762 2.941 1.921
C 2.928 -1.126 8.164
N 3.011 -1.349 6.695
O 2.625 -2.413 6.263
O 3.463 -0.442 6.031
H 2.508 -2.013 8.622
H 3.935 -0.937 8.521
H 2.291 -0.262 8.325
C -2.269 -0.752 -1.154
N -3.252 -0.199 -0.184
O -3.109 -0.484 0.985
O -4.136 0.497 -0.631
H -1.546 -1.344 -0.605
H -2.826 -1.360 -1.861
H -1.790 0.084 -1.654
*
```

HOMO-LUMO gap ... 9.776 eV
Molar mass ... 882.94 g mol⁻¹
SMILES string ... CC[C@H](Cl)O[P@@](=O)(O)OCOC(F)(F)F.C[N+](=O)[O-].C[N+](=O)[O-].C[N+](=O)[O-].C[N+](=O)[O-].C[N+](=O)[O-].C[N+](=O)[O-].C[N+](=O)[O-].C[N+](=O)[O-].C[N+](=O)[O-].C[N+](=O)[O-]
F_max ... 1.794 eV/Å

=====

2.
This record from the Open Molecules 2025 dataset describes a structure of composition C24H46Br14Cl3NOSi2 in a non-equilibrium geometry. The level of theory is ωB97M-V/def2-TZVPD.

ORCA input file:
```
! RIJCOSX wB97M-V def2-TZVPD def2/J DEFGRID3
* xyz 0 1
C 0.915 -4.841 -3.519
C 1.951 -4.119 -3.076
Si 1.709 -2.354 -2.518
C 0.615 -1.504 -3.793
C 1.210 -1.521 -5.178
N 1.095 -2.514 -5.953
O 1.052 -2.458 -1.006
Si -0.079 -1.346 -0.448
C 0.568 -0.622 1.161
C 1.695 0.389 0.826
C 1.987 1.377 1.973
Cl 1.641 3.060 1.449
C 3.445 -1.614 -2.447
Cl 3.998 -0.607 -3.760
C 4.284 -1.855 -1.440
C 3.948 -2.728 -0.256
Cl 5.900 -1.212 -1.406
H 0.131 -4.417 -4.139
H 0.806 -5.889 -3.246
H 2.941 -4.568 -3.006
H -0.353 -2.009 -3.862
H 0.425 -0.452 -3.568
H 1.751 -0.620 -5.479
H 1.571 -2.308 -6.837
H -0.283 -0.196 -1.345
H -1.255 -2.124 -0.112
H -0.247 -0.097 1.668
H 0.998 -1.397 1.798
H 2.606 -0.161 0.582
H 1.410 0.967 -0.054
H 3.034 1.338 2.260
H 1.352 1.163 2.828
H 3.269 -2.188 0.404
H 3.490 -3.666 -0.566
H 4.841 -2.958 0.320
Br 2.376 -2.123 -8.977
C 1.033 -2.780 -10.220
C 1.331 -4.185 -10.668
Br 2.768 -4.235 -11.976
H 0.996 -2.074 -11.043
H 0.094 -2.747 -9.672
H 0.466 -4.612 -11.172
H 1.628 -4.831 -9.848
Br -2.951 -0.415 -0.809
C -4.826 -0.939 -0.693
C -5.735 0.262 -0.678
Br -5.704 1.140 1.055
H -4.925 -1.550 0.199
H -5.008 -1.550 -1.573
H -6.769 -0.039 -0.836
H -5.458 1.007 -1.417
Br -6.326 5.666 2.312
C -5.328 5.319 3.946
C -4.716 3.945 3.940
Br -6.042 2.563 4.303
H -6.012 5.472 4.773
H -4.548 6.079 3.974
H -3.984 3.857 4.738
H -4.248 3.694 2.993
Br -1.088 0.963 4.434
C -2.792 0.806 5.361
C -2.905 -0.501 6.094
Br -3.268 -1.978 4.878
H -3.569 0.939 4.615
H -2.816 1.637 6.063
H -3.748 -0.482 6.780
H -2.004 -0.762 6.640
Br 9.457 1.275 -3.688
C 8.104 2.583 -3.194
C 6.713 2.053 -3.409
Br 6.221 2.053 -5.290
H 8.307 3.478 -3.772
H 8.272 2.785 -2.139
H 5.982 2.696 -2.922
H 6.588 1.035 -3.056
Br 0.154 -2.946 7.886
C -1.057 -3.892 9.081
C -2.488 -3.501 8.831
Br -2.887 -1.746 9.569
H -0.733 -3.677 10.094
H -0.909 -4.948 8.867
H -3.166 -4.186 9.334
H -2.732 -3.461 7.774
Br -1.378 5.138 3.508
C -2.002 6.454 2.215
C -1.499 7.833 2.540
Br -2.483 8.616 4.025
H -3.087 6.397 2.201
H -1.611 6.119 1.257
H -1.661 8.504 1.700
H -0.450 7.843 2.816
*
```

HOMO-LUMO gap ... 9.103 eV
Molar mass ... 1645.83 g mol⁻¹
F_max ... 2.175 eV/Å

=====

3.
This record from the Open Molecules 2025 dataset describes the ion C4H11N2O with charge +1 in a non-equilibrium geometry. The level of theory is ωB97M-V/def2-TZVPD.

ORCA input file:
```
! RIJCOSX wB97M-V def2-TZVPD def2/J DEFGRID3
* xyz 1 1
C -0.903 0.545 2.794
C -1.413 -0.364 1.608
N -0.304 -0.559 0.644
C 0.419 0.621 -0.113
C 0.686 0.026 -1.494
N 1.789 0.377 -2.159
O -0.208 -0.687 -1.939
H -1.265 1.556 2.661
H -1.329 0.212 3.734
H 0.174 0.425 2.907
H -2.304 0.028 1.130
H -1.519 -1.364 2.027
H -0.670 -1.056 -0.203
H 0.468 -1.050 1.087
H -0.369 1.371 0.037
H 1.310 0.784 0.489
H 2.297 1.233 -2.071
H 2.025 -0.286 -2.889
*
```

ΔE to the lowest compared entry with this formula, charge and spin ... 32.2 kcal/mol
HOMO-LUMO gap ... 11.675 eV
Molar mass ... 103.14 g mol⁻¹
SMILES string ... CC[NH2+]CC(N)=O
F_max ... 2.870 eV/Å

=====

4.
This record from the Open Molecules 2025 dataset describes an isolated molecule of C3H6N4O in a non-equilibrium geometry. The level of theory is ωB97M-V/def2-TZVPD.

ORCA input file:
```
! RIJCOSX wB97M-V def2-TZVPD def2/J DEFGRID3
* xyz 0 1
C 1.257 0.579 -0.938
N 0.004 0.475 -0.271
C -0.167 1.440 0.803
O 0.187 2.563 0.767
N -0.756 0.731 1.895
C -0.910 -0.488 1.473
N -0.296 -0.748 0.286
N -0.862 -1.738 -0.542
H 1.211 0.167 -1.882
H 1.462 1.640 -0.994
H 2.038 0.028 -0.421
H -1.360 -1.281 2.061
H -1.689 -1.386 -1.035
H -0.119 -1.982 -1.203
*
```

ΔE to the lowest compared entry with this formula, charge and spin ... 50.4 kcal/mol
HOMO-LUMO gap ... 9.787 eV
Molar mass ... 114.11 g mol⁻¹
SMILES string ... Cn1c(=O)ncn1N
F_max ... 2.728 eV/Å

=====

5.
This record from the Open Molecules 2025 dataset describes a structure of composition C14H34NO2P2PtSi in a non-equilibrium geometry. The level of theory is ωB97M-V/def2-TZVPD.

ORCA input file:
```
! RIJCOSX wB97M-V def2-TZVPD def2/J DEFGRID3
* xyz 1 5
C 1.016 -1.469 -3.707
C 1.039 -1.228 -2.333
N -0.080 -1.061 -1.617
C -1.261 -1.302 -2.199
C -1.365 -1.663 -3.542
C -0.210 -1.727 -4.321
C 2.360 -1.201 -1.611
P 2.233 -0.642 0.121
Pt -0.014 -0.344 0.481
P -2.310 -0.312 0.216
C -2.507 -1.228 -1.364
O 2.139 4.020 -3.984
O -0.886 1.926 -1.776
H 1.971 -1.472 -4.246
H -2.357 -1.882 -3.926
H -0.257 -1.981 -5.368
C 3.065 -1.971 1.037
C 3.294 0.833 0.248
H -3.311 -0.750 -1.947
H -2.856 -2.248 -1.098
H 3.035 -0.560 -2.180
H 2.714 -2.254 -1.560
C -3.309 -1.220 1.427
C -3.217 1.245 -0.044
H 0.199 1.339 1.109
H -0.581 2.814 -1.511
H 2.129 4.205 -4.984
H 2.847 3.351 -3.836
H -0.066 -1.880 1.042
H -1.290 2.052 -2.653
H 4.113 -2.073 0.728
H 3.010 -1.788 2.116
H 2.561 -2.917 0.812
H 4.350 0.574 0.061
H 2.979 1.582 -0.492
H 3.192 1.276 1.249
H -4.288 1.000 -0.122
H -3.057 1.906 0.818
H -2.841 1.735 -0.955
H -4.367 -1.187 1.130
H -2.984 -2.266 1.476
H -3.213 -0.776 2.424
C 1.553 1.194 3.395
Si -0.098 0.597 2.628
C -0.511 -0.935 3.685
C -1.426 1.896 3.095
H 2.359 0.451 3.331
H 1.374 1.412 4.458
H 1.927 2.117 2.935
H -0.525 -0.615 4.738
H -1.477 -1.381 3.428
H 0.264 -1.700 3.551
H -1.258 2.184 4.145
H -1.345 2.803 2.481
H -2.454 1.523 3.012
*
```

ΔE to the lowest compared entry with this formula, charge and spin ... 0.0 kcal/mol
HOMO-LUMO gap (alpha / beta) ... 5.000 / 5.383 eV
Molar mass ... 533.54 g mol⁻¹
F_max ... 2.679 eV/Å